Record 1
{"formula": "C5H29NO10", "method": "the ωB97M-V functional and the def2-TZVPD basis", "mol_weight_g_mol": 263.28, "smiles": "CCCC(=O)NC.O.O.O.O.O.O.O.O.O", "species": ["C", "C", "C", "C", "N", "C", "O", "H", "H", "H", "H", "H", "H", "H", "H", "H", "H", "H", "H", "H", "O", "H", "H", "O", "H", "H", "O", "H", "H", "O", "H", "H", "O", "H", "H", "O", "H", "H", "O", "H", "H", "O", "H", "H", "O"], "coordinates": [[-0.097, 2.447, -0.086], [0.477, 1.076, -0.451], [-0.494, 0.256, -1.286], [-1.437, -0.529, -0.421], [-1.162, -1.772, 0.000], [0.199, -2.371, 0.093], [-2.546, -0.043, -0.100], [0.678, 3.058, 0.389], [-0.998, 2.266, 0.527], [-0.373, 3.088, -0.921], [1.409, 1.178, -1.023], [0.736, 0.495, 0.449], [0.097, -0.443, -1.948], [-1.074, 0.873, -2.031], [-1.787, -2.396, 0.456], [0.169, -3.392, -0.374], [0.444, -2.557, 1.154], [0.993, -1.795, -0.352], [1.528, -0.298, 2.643], [2.127, -1.220, 3.743], [2.330, -0.812, 2.901], [3.796, -0.461, -0.056], [3.617, -1.273, -1.378], [3.985, -0.462, -1.008], [-0.902, 0.399, 3.429], [0.362, 0.872, 4.250], [0.051, 0.596, 3.384], [-2.796, -0.924, 3.115], [-3.157, -0.184, 4.399], [-2.394, -0.476, 3.901], [2.103, -4.000, -1.953], [1.406, -2.711, -2.476], [2.222, -3.043, -2.073], [-3.173, 0.638, -2.119], [-2.898, 1.956, -2.839], [-3.158, 1.025, -2.993], [3.996, 1.762, -2.357], [3.328, 1.225, -1.115], [3.363, 2.025, -1.680], [-3.154, -1.029, 0.951], [-4.473, -1.059, 1.641], [-3.611, -1.500, 1.725], [1.954, 2.990, -1.988], [1.385, 3.835, -3.184], [1.174, 3.541, -2.299]]}

---

Record 2
{"formula": "C5H29NO11", "method": "the ωB97M-V functional and the def2-TZVPD basis", "mol_weight_g_mol": 279.28, "smiles": "NCCCCC(=O)O.O.O.O.O.O.O.O.O.O", "species": ["O", "C", "O", "C", "C", "C", "C", "N", "H", "H", "H", "H", "H", "H", "H", "H", "H", "H", "H", "H", "H", "O", "H", "H", "O", "H", "H", "O", "H", "H", "O", "H", "H", "O", "H", "H", "O", "H", "H", "O", "H", "H", "O", "H", "H", "O"], "coordinates": [[-2.995, -0.496, 2.222], [-2.758, -1.275, 1.368], [-3.631, -2.319, 0.936], [-1.543, -1.583, 0.502], [-0.375, -0.553, 0.388], [0.856, -1.138, -0.363], [2.115, -0.243, -0.425], [2.804, -0.346, 0.846], [-3.981, -2.831, 1.659], [-1.107, -2.601, 0.799], [-1.776, -1.634, -0.562], [-0.178, 0.117, 1.225], [-0.740, 0.287, -0.332], [1.154, -2.095, 0.053], [0.319, -1.196, -1.361], [2.765, -0.664, -1.245], [1.857, 0.878, -0.502], [3.572, -0.947, 1.032], [2.103, -0.305, 1.579], [-1.286, -0.209, 3.858], [-0.656, -1.451, 3.027], [-0.623, -0.537, 3.256], [-2.293, 1.084, -4.119], [-2.477, 2.565, -3.634], [-2.828, 1.892, -4.239], [3.629, 1.608, 1.806], [3.713, 2.178, 0.554], [3.823, 2.510, 1.468], [-1.888, -4.150, 0.817], [-1.313, -4.397, -0.482], [-1.226, -4.760, 0.431], [1.451, -1.095, 3.683], [2.533, -2.090, 3.953], [1.774, -1.967, 3.384], [2.810, 3.630, 0.428], [1.336, 3.759, -0.145], [2.264, 3.774, -0.385], [-0.726, 2.554, -3.227], [0.630, 3.166, -3.614], [0.140, 2.346, -3.529], [-0.504, -0.938, -4.517], [-0.294, 0.470, -3.946], [-0.983, -0.202, -4.137], [-1.112, 3.300, 0.531], [-2.510, 3.111, 0.788], [-1.847, 2.793, 0.170]]}

---

Record 3
{"formula": "C5H29NO11", "method": "the ωB97M-V functional and the def2-TZVPD basis", "mol_weight_g_mol": 279.28, "smiles": "Cc1ccc[nH]1.O.O.O.O.O.O.O.O.O.O.O", "species": ["C", "C", "N", "C", "C", "C", "H", "H", "H", "H", "H", "H", "H", "H", "H", "O", "H", "H", "O", "H", "H", "O", "H", "H", "O", "H", "H", "O", "H", "H", "O", "H", "H", "O", "H", "H", "O", "H", "H", "O", "H", "H", "O", "H", "H", "O"], "coordinates": [[-0.118, 0.325, 2.399], [-1.013, -0.137, 1.425], [-0.709, 0.449, 0.163], [0.535, 1.178, 0.393], [0.799, 1.225, 1.699], [1.183, 2.111, -0.634], [-0.176, 0.231, 3.450], [-1.977, -0.704, 1.486], [-0.420, -0.128, -0.581], [1.670, 1.702, 2.132], [2.201, 2.450, -0.332], [0.800, 1.771, -1.627], [0.659, 3.143, -0.634], [-2.164, 2.807, -0.354], [-3.066, 3.180, -1.536], [-2.272, 2.827, -1.318], [-3.670, -1.064, -1.161], [-3.331, -2.231, -0.351], [-3.837, -1.418, -0.375], [-0.099, -0.316, -2.845], [0.360, -1.724, -3.390], [0.116, -1.218, -2.644], [3.339, -2.105, 1.652], [2.009, -1.448, 0.947], [2.926, -1.290, 1.320], [-1.585, 1.788, -2.554], [-1.591, 0.981, -3.871], [-1.053, 1.135, -3.116], [-2.261, -3.615, 1.084], [-1.737, -3.090, -0.319], [-2.416, -3.637, 0.111], [-1.240, 3.448, 1.620], [-2.068, 2.037, 1.595], [-2.118, 3.003, 1.344], [0.528, -1.917, -1.247], [0.454, -3.236, -0.591], [0.392, -2.358, -0.402], [3.635, 1.087, 1.356], [4.443, 0.799, 0.094], [4.498, 1.218, 0.982], [3.073, 0.136, -0.744], [3.794, 1.123, -1.585], [3.830, 0.216, -1.276], [-0.885, -2.988, 3.544], [-0.635, -2.509, 2.043], [-0.804, -3.236, 2.649]]}

---

Across the entries above, DFT total energy takes the values -27621.44413; -29666.41416; -29667.10374 eV, respectively.
Across the entries above, gap between HOMO and LUMO takes the values 10.41; 9.21; 8.99 eV, respectively.
Across the entries above, energy above the lowest of the compared OMol25 structures with the same formula, charge and spin takes the values 2.194; 4.916; 4.226 eV, respectively.